[1]
A structure of composition C19H12Cl2FN4O7Pd. Source: OMol25; level of theory: ωB97M-V/def2-TZVPD.

Geometry as ORCA input:
```
! RIJCOSX wB97M-V def2-TZVPD def2/J DEFGRID3
* xyz -1 3
Pd 0.59316 0.02016 -0.30994
Cl 5.54910 0.70394 -1.67416
C 4.52874 1.77909 -0.77564
C 5.06433 2.97605 -0.30846
C 4.28999 3.86817 0.39021
Cl 5.00236 5.36147 0.94205
C 2.93938 3.58449 0.66223
C 2.05441 4.44480 1.34785
C 0.75734 4.06772 1.56066
C 0.33004 2.81029 1.10743
N 1.13437 2.00114 0.46689
C 2.41254 2.34802 0.20604
C 3.19057 1.39900 -0.56441
O 2.68538 0.31930 -1.00955
H 6.10245 3.20415 -0.50640
H 2.41634 5.40294 1.69541
H 0.06391 4.72191 2.07039
H -0.68023 2.45991 1.27813
O -0.66307 -1.49987 -1.79261
C -1.07697 -0.47645 -2.34383
C -2.09758 -0.38832 -3.46541
C -1.86199 1.03020 -3.98301
C -1.10540 1.71448 -2.82990
O -0.94450 2.91220 -2.72202
N -0.65380 0.74686 -1.97692
H -3.08826 -0.48364 -3.01609
H -1.97493 -1.18275 -4.19859
H -2.76065 1.57967 -4.25374
H -1.18606 1.02524 -4.84042
F -4.85534 -2.60555 2.65684
C -3.79045 -3.23461 2.13025
C -2.55052 -2.87884 2.49383
N -1.43455 -3.51413 2.01908
C -0.11843 -2.96171 2.30831
C 0.08968 -1.57887 1.64818
O 1.27603 -1.19251 1.52506
O -0.92835 -0.95105 1.27545
C -1.53474 -4.53715 1.08917
O -0.57959 -5.12914 0.63337
N -2.82967 -4.83095 0.70899
C -4.02872 -4.26949 1.14717
O -5.09736 -4.64729 0.71667
H -2.38469 -2.07381 3.19276
H 0.62811 -3.64283 1.91543
H 0.02254 -2.85942 3.38473
H -2.90492 -5.54280 -0.00148
*
```

Computed properties:
DFT total energy   -2625.282288 Eh
Frontier orbital gap (alpha / beta)   7.350 / 7.139 eV
LUMO level (alpha / beta)   2.458 / 2.300 eV

---

[2]
A structure of composition C46H25Cl4N13Pd at a distorted geometry. Source: OMol25; level of theory: ωB97M-V/def2-TZVPD.

Geometry as ORCA input:
```
! RIJCOSX wB97M-V def2-TZVPD def2/J DEFGRID3
* xyz 0 1
Pd -0.10510 -0.29019 -0.52854
Cl -7.50940 -0.54829 5.18206
C -6.14080 -0.63159 4.13716
C -5.01340 0.13251 4.41096
C -3.92590 0.06011 3.56906
C -3.95820 -0.73039 2.41156
C -5.10590 -1.49869 2.16146
C -6.17870 -1.46339 3.02576
C -2.83050 -0.75259 1.50146
C -1.53890 -1.05899 1.99236
C -1.24660 -1.46729 3.31606
C 0.08340 -1.83429 3.34406
C 0.59080 -1.66279 2.03456
C 1.86200 -2.10329 1.59576
C 2.83150 -2.57469 2.56076
C 3.21290 -1.77109 3.64586
C 4.21070 -2.16839 4.50816
C 4.80840 -3.41179 4.33876
Cl 6.07220 -3.91089 5.40076
C 4.39540 -4.25869 3.31856
C 3.43200 -3.83639 2.42886
C 2.23450 -2.09879 0.13656
N 1.82690 -0.85429 -0.48424
C 2.87880 -0.31059 -1.10074
C 2.84380 0.84691 -1.88194
C 4.12360 1.41621 -2.34134
C 5.05280 1.82151 -1.38334
C 6.25050 2.40011 -1.75354
C 6.53360 2.56591 -3.10074
Cl 8.03480 3.28231 -3.57434
C 5.62800 2.16371 -4.07184
C 4.42480 1.59991 -3.68884
C 1.65730 1.56141 -2.16244
C 1.62600 2.83381 -2.79624
C 0.33240 3.27401 -2.75814
C -0.43010 2.27101 -2.09804
N 0.38750 1.21561 -1.77574
C -1.79250 2.41551 -1.75914
C -2.51830 1.46691 -1.03794
C -3.95260 1.50991 -0.78994
C -4.31060 0.38381 -0.16654
C -3.07760 -0.44699 0.04656
N -2.00820 0.34781 -0.51604
C -2.45320 3.70161 -2.07984
C -2.62620 4.60861 -1.03704
C -3.20690 5.84141 -1.25884
C -3.62870 6.16721 -2.53784
Cl -4.37810 7.69901 -2.81984
C -3.46250 5.28021 -3.59084
C -2.86660 4.05231 -3.35984
C 4.06330 -1.12659 -0.86464
C 3.71100 -2.18469 -0.13154
N -0.40820 -1.18679 1.22876
H -4.99860 0.78291 5.27166
H -3.05070 0.66021 3.76986
H -5.12450 -2.15339 1.30166
H -7.04260 -2.08049 2.83646
H -1.94470 -1.50969 4.12756
H 0.63200 -2.22259 4.17766
H 2.75020 -0.80239 3.77056
H 4.53970 -1.51499 5.30266
H 4.83000 -5.24089 3.22196
H 3.09700 -4.49709 1.64266
H 4.81180 1.70601 -0.33764
H 6.95790 2.72681 -1.00694
H 5.86820 2.29701 -5.11544
H 3.71850 1.29501 -4.44594
H 2.48680 3.34631 -3.17764
H -0.05790 4.21231 -3.10224
H -4.59020 2.32531 -1.06894
H -5.27860 0.08711 0.17846
H -2.28180 4.34181 -0.04944
H -3.33040 6.54491 -0.45044
H -3.79900 5.55301 -4.57844
H -2.72650 3.36651 -4.18174
H 5.04150 -0.89669 -1.23984
H 4.31800 -2.98589 0.23406
N -1.30010 -4.20309 -2.13394
C -2.25140 -3.32979 -1.67004
N -3.55420 -3.59399 -1.48024
N -4.05640 -2.55759 -0.88714
N -3.09640 -1.69339 -0.73764
N -1.94950 -2.10969 -1.23364
C -0.05170 -4.02939 -1.59714
N 0.86830 -4.98319 -1.38014
N 1.84190 -4.41289 -0.74464
N 1.52440 -3.16059 -0.59284
N 0.35980 -2.85749 -1.12414
H -1.59600 -5.14699 -2.34534
*
```

Computed properties:
DFT total energy   -4448.362181 Eh
Frontier orbital gap   4.615 eV
LUMO level   -2.131 eV

---

[3]
A cluster of 6 separate species, C4H21N2O5S in total at a distorted geometry. Source: OMol25; level of theory: ωB97M-V/def2-TZVPD.

Geometry as ORCA input:
```
! RIJCOSX wB97M-V def2-TZVPD def2/J DEFGRID3
* xyz -1 1
N -2.48812 -1.13735 1.46194
C -1.12249 -0.62513 1.41770
C -0.52629 -0.44177 2.80952
S 1.27745 -0.18166 2.76716
C -0.92090 0.58844 0.54476
N -1.13086 0.37176 -0.85579
C -1.43401 1.52574 -1.67070
H -3.07500 -0.33289 1.61418
H -2.78685 -1.50545 0.55903
H -0.48965 -1.37117 0.92814
H -1.02485 0.39098 3.27742
H -0.70098 -1.35483 3.35718
H -0.08724 1.23570 0.77148
H -1.67660 1.33826 0.90551
H -1.80224 -0.35323 -1.05800
H -0.53075 2.02185 -2.01092
H -2.11557 2.29649 -1.26037
H -2.02687 1.21849 -2.53871
H 0.52048 -2.61252 -1.49240
H 0.17726 -1.11592 -1.44857
O 0.00547 -1.93573 -1.95050
H 1.89626 1.67417 -2.78733
H 0.54081 0.87710 -2.78154
O 0.97027 1.67168 -3.12922
H 2.11924 2.14696 1.00101
H 3.04946 1.19174 1.49634
O 3.08053 2.01250 1.04627
H 0.91322 -3.26048 1.47879
H 2.45860 0.30199 -1.40557
O 3.11718 0.99195 -1.52529
H -0.26693 -3.43883 0.52600
H 3.39190 1.14101 -0.59302
O 0.68806 -3.32985 0.54550
*
```

Computed properties:
DFT total energy   -1048.927487 Eh
Energy relative to the best compared isomer or geometry (same formula, charge and spin)   5.3 kcal per mole
Frontier orbital gap   6.648 eV
LUMO level   3.211 eV

---

[4]
A structure of composition C18H35BaF5NO8Te at a distorted geometry. Source: OMol25; level of theory: ωB97M-V/def2-TZVPD.

Geometry as ORCA input:
```
! RIJCOSX wB97M-V def2-TZVPD def2/J DEFGRID3
* xyz 1 1
Ba 0.56967 -0.42206 0.80343
C 2.73424 1.87043 2.28478
C 2.74679 0.54084 3.01084
O 1.45605 -0.07461 2.97884
C 0.68959 -0.12858 4.17752
C -0.14302 1.13012 4.32832
O -0.95013 1.37221 3.18089
C -2.31870 1.01043 3.29421
C -2.59280 -0.46931 3.06300
O -1.98536 -0.94144 1.87206
C -2.82607 -1.10294 0.73861
C -3.19758 0.22720 0.11641
O -1.99230 0.91395 -0.17536
C -2.12495 2.31331 -0.34606
C -1.09772 2.76103 -1.36290
O 0.22995 2.38813 -1.02273
C 0.85650 3.28020 -0.10629
C 2.27366 2.80712 0.12040
O 2.30561 1.64404 0.94446
H 3.74883 2.28158 2.29243
H 2.06257 2.58342 2.77662
H 3.08672 0.66223 4.04106
H 3.43356 -0.13457 2.50252
H 1.34474 -0.27128 5.04066
H 0.05612 -1.01201 4.08738
H 0.51592 1.99439 4.43448
H -0.75426 1.06814 5.23442
H -2.83737 1.61047 2.54691
H -2.70836 1.29531 4.27794
H -3.67589 -0.62957 3.03956
H -2.19558 -1.07032 3.88329
H -3.72977 -1.65889 1.00497
H -2.25337 -1.69689 0.02380
H -3.82086 0.81418 0.80019
H -3.77653 0.05791 -0.79877
H -1.98823 2.81916 0.61756
H -3.11839 2.57361 -0.72588
H -1.16541 3.84469 -1.50952
H -1.31732 2.27526 -2.31532
H 0.31308 3.30099 0.84675
H 0.86424 4.29416 -0.52232
H 2.87477 3.60461 0.56212
H 2.71666 2.53424 -0.83892
F 0.35192 -2.59888 1.64296
Te 2.22439 -3.01197 1.39950
F 1.77621 -3.86499 -0.19783
F 3.95379 -3.66235 1.33986
F 1.71721 -4.61880 2.16700
F 2.52352 -2.49589 3.17070
O 2.56589 -1.44181 0.60991
O 0.16605 -1.12796 -1.36145
C 0.51565 -1.24906 -2.55186
C 0.87730 -2.56793 -3.17362
C -0.13794 -3.02700 -4.25639
C -1.06046 -1.93379 -4.79812
C -0.34966 -0.80772 -5.54797
C 0.83433 -0.22183 -4.76958
N 0.58656 -0.16660 -3.33352
H 0.94763 -3.29525 -2.37043
H 1.87399 -2.46596 -3.60683
H -0.75890 -3.81472 -3.83027
H 0.41222 -3.48195 -5.08198
H -1.63687 -1.50899 -3.96995
H -1.79421 -2.38965 -5.46434
H -1.07160 -0.02071 -5.77627
H 0.02583 -1.17474 -6.50583
H 1.05817 0.78938 -5.10404
H 1.73438 -0.81194 -4.94403
H 0.35526 0.71016 -2.88797
*
```

Computed properties:
DFT total energy   -2156.244180 Eh
Energy relative to the best compared isomer or geometry (same formula, charge and spin)   63.4 kcal per mole
Frontier orbital gap   10.167 eV
LUMO level   -2.526 eV

---

[5]
A cluster of 2 separate species, C3H3N3O in total at a distorted geometry. Source: OMol25; level of theory: ωB97M-V/def2-TZVPD.

Geometry as ORCA input:
```
! RIJCOSX wB97M-V def2-TZVPD def2/J DEFGRID3
* xyz 0 1
N 2.04753 -0.12151 0.43840
C 0.94003 -0.53981 0.17332
N 0.81598 2.25279 -0.68375
N -0.25253 2.48262 -0.54763
O -1.70176 0.46019 0.94692
C -1.52054 -0.59986 0.38467
C -0.22724 -1.12242 -0.06696
H 2.47406 0.53522 -0.21274
H -2.36867 -1.28160 0.16866
H -0.18709 -2.05698 -0.61568
*
```

Computed properties:
DFT total energy   -355.608057 Eh
Energy relative to the best compared isomer or geometry (same formula, charge and spin)   20.0 kcal per mole
Frontier orbital gap   10.192 eV
LUMO level   0.484 eV
Structure (SMILES)   N=C=CC=O.N#N

---

[6]
The molecule C5H8O. Source: OMol25; level of theory: ωB97M-V/def2-TZVPD.

Geometry as ORCA input:
```
! RIJCOSX wB97M-V def2-TZVPD def2/J DEFGRID3
* xyz 0 1
C 1.88607 -0.40947 0.35814
O 1.59573 0.94333 0.69090
C 0.54305 0.15533 0.18473
C -0.77432 -0.08109 0.93233
C -1.44697 -0.25552 -0.44746
C -0.26538 0.52546 -1.06401
H 2.11542 -1.05225 1.21080
H 2.55345 -0.54068 -0.49639
H -1.05344 0.88094 1.37620
H -0.88859 -0.86977 1.68052
H -2.46115 0.13100 -0.58865
H -1.42598 -1.30433 -0.76050
H -0.44581 1.60449 -1.00290
H 0.06792 0.27255 -2.07371
*
```

Computed properties:
DFT total energy   -270.482275 Eh
Energy relative to the best compared isomer or geometry (same formula, charge and spin)   47.5 kcal per mole
Frontier orbital gap   11.120 eV
LUMO level   1.085 eV
Structure (SMILES)   C1CC2(C1)CO2